No. 1
{"formula": "C4H8ClN", "method": "ωB97M-V/def2-TZVPD", "de_lowest_kj_mol": 203.25, "orbital_gap_ha": 0.3092, "e_lumo_ev": 0.8, "e_homo_ev": -7.619, "spin_multiplicity": 1, "smiles": "C=C(Cl)N(C)C", "charge": 0, "elements": ["C", "C", "Cl", "N", "C", "C", "H", "H", "H", "H", "H", "H", "H", "H"], "coordinates": [[0.868835, -1.981906, -0.265707], [1.039738, -0.417304, -0.242778], [2.620290, 0.475421, -0.603627], [-0.061256, 0.368305, -0.077709], [0.020413, 1.696262, 0.437200], [-1.344850, -0.223936, -0.199762], [1.701406, -2.628612, -0.646497], [0.131878, -2.246991, 0.428440], [0.811393, 2.215459, -0.021597], [-0.864227, 2.226239, 0.216844], [0.250771, 1.755293, 1.553724], [-1.308188, -1.237303, -0.596361], [-1.781158, -0.348109, 0.780547], [-2.085044, 0.347180, -0.762714]], "forces_ev_per_a": [[3.3227, 6.5288, -0.9920], [-0.3364, -5.5125, -0.4494], [-1.7174, -1.1741, 0.2496], [1.6496, -0.4769, -0.6779], [0.7203, -0.0918, 1.9979], [-1.3829, -0.8470, 0.4741], [-1.0210, 0.8800, 0.7210], [-0.9261, -0.8490, 0.5321], [1.0293, 0.6457, -0.6756], [-1.1601, 0.4888, -0.0890], [-0.5729, -0.2934, -1.1568], [0.2778, 0.3457, -0.3183], [-0.2841, -0.0709, 0.6062], [0.4011, 0.4265, -0.2220]]}

No. 2
{"formula": "C29H29MgN7O5Te", "method": "ωB97M-V/def2-TZVPD", "de_lowest_kj_mol": 872.09, "orbital_gap_ha": [0.1502, 0.1315], "e_lumo_ev": [3.8, 3.8], "e_homo_ev": [-0.291, 0.225], "spin_multiplicity": 1, "charge": -2, "elements": ["Mg", "O", "C", "C", "C", "C", "C", "C", "C", "O", "N", "O", "O", "H", "H", "H", "H", "N", "C", "N", "C", "N", "C", "C", "N", "C", "C", "N", "H", "H", "H", "H", "H", "C", "C", "O", "C", "C", "H", "H", "H", "H", "H", "H", "H", "H", "H", "H", "N", "C", "C", "C", "C", "C", "C", "H", "H", "H", "H", "H", "Te", "C", "C", "C", "C", "C", "C", "H", "H", "H", "H", "H"], "coordinates": [[-0.486853, -1.403427, -0.344077], [0.545141, -3.226165, -0.500640], [1.838114, -3.377124, -0.605678], [2.815642, -2.337905, -0.460886], [4.282882, -2.654461, -0.520688], [5.228903, -1.769278, -0.176994], [4.964440, -0.349368, -0.073986], [3.550086, 0.040943, 0.051993], [2.528879, -0.860132, -0.170297], [1.205546, -0.614557, 0.273494], [6.571852, -2.376246, -0.402071], [6.713324, -3.505059, -0.912815], [7.549877, -1.714950, -0.058351], [2.307268, -4.261633, -0.919613], [4.306214, -3.812798, -0.703161], [5.697946, 0.435591, 0.051732], [3.135099, 1.466520, 0.008199], [-3.471506, -2.743683, 2.414014], [-2.312850, -2.061741, 2.263532], [-1.948696, -2.157040, 1.068776], [-2.844869, -2.971921, 0.460135], [-3.830418, -3.270735, 1.273585], [-3.005993, -2.884415, -1.017324], [-4.127327, -3.233722, -1.658884], [-4.289115, -3.206124, -3.013565], [-3.196069, -2.810033, -3.726128], [-2.146748, -2.324849, -3.006725], [-2.019719, -2.310811, -1.681108], [-4.178759, -2.797380, 3.364496], [-1.831614, -1.493322, 3.036834], [-5.016443, -3.615344, -1.021847], [-3.276570, -2.938313, -4.979379], [-1.246186, -1.946248, -3.551858], [2.291448, -2.076181, 3.201321], [2.409020, -0.734638, 3.569740], [1.182408, 0.002564, 3.574900], [1.117313, 1.347263, 3.286847], [-0.353686, 1.644297, 3.037568], [2.986221, -2.915779, 3.590541], [2.559973, -2.565849, 2.025042], [1.256960, -2.568988, 3.412761], [3.113210, 0.114123, 2.827032], [2.810496, -0.555399, 4.800551], [1.730370, 1.524004, 2.472292], [1.525534, 1.856870, 4.267225], [-0.806715, 0.927422, 2.392162], [-0.546868, 2.670086, 2.727730], [-0.743401, 1.512036, 4.028935], [-1.282009, 0.538950, -1.051040], [-0.988539, 1.088522, -2.313131], [0.164060, 0.750892, -2.974311], [0.658889, 1.290603, -4.165493], [-0.014564, 2.420188, -4.670371], [-1.082575, 2.968808, -3.945908], [-1.641595, 2.249060, -2.871918], [0.796012, -0.100355, -2.647641], [1.310963, 0.811946, -4.966557], [0.259344, 3.167035, -5.625309], [-1.530446, 3.914826, -4.114446], [-2.751118, 2.420954, -2.426437], [-3.007104, 0.955606, -0.219255], [-2.631981, 2.992956, 0.322565], [-1.316461, 3.556669, 0.148476], [-1.060836, 4.896416, 0.469286], [-2.117753, 5.642056, 1.063701], [-3.375659, 5.129099, 1.254324], [-3.567489, 3.844264, 0.858588], [-0.521771, 2.911076, -0.221739], [-0.141822, 5.236001, 0.310581], [-1.947956, 6.894167, 1.184496], [-4.090701, 5.841087, 1.550501], [-4.662653, 3.483074, 1.075673]], "forces_ev_per_a": [[0.5753, -0.0424, -0.6267], [1.6157, -0.5977, -0.3064], [-0.8994, 3.8840, 0.5842], [1.8772, 1.7512, 0.1349], [-5.8049, -3.3074, -0.0315], [1.2422, 0.4339, -1.5544], [-1.8154, 0.1227, 0.7850], [0.9945, 3.1127, -1.5292], [-4.2637, -2.0263, 2.5616], [3.3931, 0.1254, -1.7656], [1.0404, 0.1476, 0.1312], [-0.5302, 1.4069, 0.6900], [-0.3660, 0.0001, -0.0631], [0.1119, -1.9939, -0.3156], [1.2000, 2.4681, 0.3937], [0.2768, -0.4744, -0.0728], [1.4850, -4.7346, 0.4757], [-2.0517, 0.6664, 5.4226], [-1.2559, 0.3564, 3.4578], [2.5870, -0.1210, -2.9065], [-1.8405, 1.4127, -2.1597], [-1.1327, -1.7743, -0.7141], [-0.3302, -1.0896, 2.4766], [-3.2233, -1.6070, -0.5556], [-1.2318, -0.5248, 0.8565], [-0.4464, -0.3503, -2.0213], [2.3784, 0.6153, -2.7160], [2.3897, 1.1477, -0.0388], [3.0232, 0.1769, -3.9768], [0.0619, 0.0457, 0.2133], [1.4168, 0.6119, -1.2481], [0.5342, 0.6357, 3.8247], [-0.8159, -0.2059, 0.3677], [-0.2923, -8.6782, -3.7720], [2.6503, 8.5115, 2.0790], [-1.0706, -3.2182, 0.1207], [-0.0155, 0.1747, 2.7042], [0.9865, 0.7300, 1.1706], [-0.5979, 2.0555, 0.6585], [-1.2428, 2.6395, 2.6604], [1.5040, 1.3178, -0.3073], [-1.2180, -3.2677, 2.0340], [-0.5353, -0.7709, -3.3170], [1.3888, 0.8268, -1.7989], [-0.6526, 0.0258, -1.8191], [-0.1295, -0.3857, -0.7661], [0.0480, -0.0579, -0.1642], [-0.9522, -0.0019, 0.4744], [0.5807, -0.2269, -1.0983], [-1.0975, 2.2176, 1.1959], [2.9362, -2.5387, -1.1759], [-1.3838, 0.9315, -2.3468], [0.3791, 3.1654, -1.5251], [-0.5072, -2.0376, 1.4300], [-1.9261, -0.6854, 0.8495], [-0.7120, 0.3452, 0.3097], [-0.2142, 0.2717, 2.0277], [-0.1312, -2.6368, 2.3800], [-0.3207, 0.6870, -0.8421], [2.8855, 0.3196, -1.0935], [-0.6010, 0.4853, 0.1991], [2.0657, 0.6660, -0.0717], [-1.1084, -0.2709, 0.2087], [-5.0183, -2.2252, 1.2940], [2.3230, 4.0216, -0.8809], [2.1727, 0.9782, -0.6137], [-4.2323, -2.1687, 0.8396], [-0.1218, 0.0863, -0.0860], [3.6375, 1.7803, -0.5581], [-0.4008, -3.7057, -0.0440], [-1.2869, 0.1505, 0.5835], [2.0158, 0.2165, -0.7120]]}

No. 3
{"formula": "F6H30O15P", "method": "ωB97M-V/def2-TZVPD", "de_lowest_kj_mol": 0.00, "orbital_gap_ha": 0.4109, "e_lumo_ev": 2.5, "e_homo_ev": -8.693, "spin_multiplicity": 1, "charge": -1, "elements": ["P", "F", "F", "F", "F", "F", "F", "O", "H", "H", "O", "H", "H", "O", "H", "H", "O", "H", "H", "O", "H", "H", "O", "H", "H", "O", "H", "H", "O", "H", "H", "O", "H", "H", "O", "H", "H", "O", "H", "H", "O", "H", "H", "O", "H", "H", "O", "H", "H", "O", "H", "H"], "coordinates": [[-11.664791, -7.240030, -6.856106], [-10.321833, -6.926032, -7.642978], [-11.270036, -5.908946, -5.833825], [-12.483202, -6.226563, -7.797650], [-13.018002, -7.335309, -5.924989], [-12.109679, -8.459220, -7.845097], [-10.905697, -8.296133, -5.918303], [-14.646248, -8.565864, -9.471082], [-14.237367, -8.059834, -8.765436], [-15.306945, -7.886833, -9.643780], [-10.663003, -3.211062, -3.208615], [-11.591127, -3.290159, -2.933078], [-10.369580, -4.173470, -3.191525], [-12.131573, -3.175504, -5.646760], [-11.736372, -3.938269, -6.109624], [-11.563815, -3.159427, -4.863371], [-16.446196, -4.811469, -4.180530], [-16.147404, -4.178069, -4.897322], [-16.484058, -5.657868, -4.680312], [-13.554494, -5.400279, -3.686253], [-13.311444, -5.413973, -4.607148], [-14.488375, -5.020054, -3.604004], [-13.651568, -10.396853, -4.352541], [-13.611528, -11.262583, -3.892025], [-12.699709, -10.124130, -4.435625], [-15.846827, -6.980503, -6.569755], [-15.855701, -7.942425, -6.298798], [-15.071928, -6.652318, -6.129676], [-10.216177, -6.491162, -3.491460], [-10.774243, -7.266034, -3.394975], [-10.533330, -6.248722, -4.342137], [-8.625893, -10.946599, -4.911644], [-9.109970, -10.531274, -4.212980], [-8.383171, -10.168047, -5.472472], [-12.798171, -7.846249, -1.840895], [-13.080266, -6.976908, -2.169158], [-13.295642, -8.442674, -2.342519], [-15.638161, -10.048110, -6.253149], [-14.852046, -10.141067, -5.699766], [-15.277635, -9.736478, -7.111418], [-9.873676, -9.102081, -2.498297], [-9.141715, -8.486516, -2.622071], [-10.428965, -8.762060, -1.766100], [-14.965798, -2.973267, -5.641047], [-15.170312, -3.161592, -6.565365], [-13.957115, -2.972643, -5.582684], [-8.131425, -8.276493, -5.622923], [-8.039935, -8.031473, -6.531430], [-8.966615, -7.940858, -5.329230], [-10.774295, -12.707590, -5.685020], [-10.922344, -12.490264, -6.617915], [-10.188757, -12.000060, -5.324319]], "forces_ev_per_a": [[-1.4561, 0.7458, -0.3430], [0.2978, -0.3150, -0.2059], [0.0319, -0.8490, -0.6865], [0.1277, 0.3566, -0.1044], [0.5562, -0.8036, -0.2435], [0.2551, 0.5752, 0.7968], [-0.1286, 0.3384, 0.4856], [-0.4310, 0.6735, 0.2401], [1.0356, -0.3505, 0.5380], [-0.5999, -0.3245, -0.6406], [0.0183, -1.7709, 0.0055], [0.2286, -0.0019, 0.1402], [-0.3901, 1.4382, 0.0532], [0.3115, -0.5191, -0.5025], [-0.5138, 0.2603, -0.0997], [0.1008, 0.3863, 0.3764], [0.4045, -0.1554, -1.4687], [-0.1395, -0.5084, 1.2354], [-0.1612, 0.5377, 0.4700], [-1.5046, 0.5928, 1.3764], [0.0010, 0.0534, -0.5447], [1.4725, -0.7068, -0.5832], [1.4756, -0.3009, 0.6455], [-0.0080, 0.7270, -0.5312], [-1.2411, -0.3531, -0.0402], [-0.7198, -1.4225, 0.2223], [-0.1298, 1.0932, -0.3291], [0.8432, 0.2281, 0.1784], [0.4552, -0.2848, 0.9890], [-0.1480, -0.4799, 0.8179], [-0.1722, 1.0110, -1.5336], [0.4365, 0.1711, -1.2040], [-0.4466, 0.4705, 1.0539], [-0.1444, -0.5820, 0.5477], [1.1996, 1.5896, 1.1290], [0.1472, -0.0230, -0.1231], [-1.2366, -1.5466, -1.2676], [0.0918, 0.7417, -1.0775], [0.1988, -0.1188, 0.3190], [-0.3397, -0.4731, 0.4704], [-0.3212, -0.2320, 0.4024], [-0.1833, 0.1563, 0.1776], [0.4327, -0.0892, -0.6486], [1.1041, 0.0539, -0.2007], [0.2345, 0.1346, 0.0605], [-1.2309, -0.1745, -0.1600], [1.1511, -0.7023, 0.6127], [-0.1392, 0.3824, -0.8380], [-0.8756, 0.4426, 0.1402], [0.0040, 0.4338, 0.0881], [0.1504, 0.0779, 0.4783], [-0.1050, -0.5842, -0.6743]]}